{"formula": "C31H55CsN8O2P2", "method": "ωB97M-V with the def2-TZVPD basis set", "species": ["Cs", "C", "C", "C", "P", "C", "C", "C", "C", "C", "C", "C", "C", "C", "N", "C", "C", "C", "C", "C", "C", "P", "C", "C", "C", "C", "C", "C", "H", "H", "H", "H", "H", "H", "H", "H", "H", "H", "H", "H", "H", "H", "H", "H", "H", "H", "H", "H", "H", "H", "H", "H", "H", "H", "H", "H", "H", "H", "H", "H", "H", "H", "H", "H", "N", "N", "C", "N", "N", "N", "O", "O", "H", "H", "H", "H", "H", "C", "C", "N", "C", "C", "C", "C", "N", "H", "H", "H", "H", "H", "H", "H", "H", "H", "H", "H", "H", "H", "H"], "positions_angstrom": [[-1.185, -1.367, -0.808], [-3.324, -4.296, 1.651], [-2.994, -2.867, 1.206], [-4.268, -2.174, 0.723], [-2.188, -1.955, 2.664], [-0.380, -1.893, 2.171], [0.255, -3.220, 2.599], [0.306, -0.716, 2.860], [-2.892, -0.266, 2.538], [-3.915, -0.157, 3.499], [-4.699, 0.968, 3.658], [-4.434, 2.064, 2.843], [-3.415, 2.007, 1.921], [-2.609, 0.855, 1.708], [-1.691, 0.861, 0.688], [-0.979, 2.003, 0.453], [-0.469, 2.810, 1.500], [0.346, 3.893, 1.248], [0.696, 4.231, -0.058], [0.184, 3.478, -1.102], [-0.657, 2.390, -0.876], [-1.472, 1.381, -2.154], [-3.124, 2.241, -2.412], [-4.224, 1.422, -1.727], [-3.167, 3.696, -1.954], [-0.650, 1.755, -3.800], [-0.756, 3.136, -4.453], [0.802, 1.272, -3.763], [-3.783, -4.856, 0.831], [-4.021, -4.278, 2.490], [-2.432, -4.837, 1.972], [-2.277, -2.924, 0.387], [-4.988, -2.114, 1.540], [-4.723, -2.747, -0.090], [-4.074, -1.158, 0.376], [-0.248, -1.791, 1.096], [0.160, -3.359, 3.677], [1.317, -3.234, 2.336], [-0.223, -4.071, 2.108], [0.220, -0.798, 3.947], [-0.137, 0.226, 2.545], [1.369, -0.698, 2.601], [-4.078, -1.004, 4.156], [-5.478, 0.998, 4.408], [-5.025, 2.969, 2.927], [-3.217, 2.869, 1.296], [-0.724, 2.550, 2.521], [0.718, 4.486, 2.077], [1.338, 5.080, -0.257], [0.430, 3.759, -2.116], [-3.293, 2.199, -3.493], [-4.045, 1.362, -0.652], [-4.257, 0.407, -2.130], [-5.204, 1.882, -1.883], [-3.094, 3.753, -0.867], [-4.111, 4.158, -2.255], [-2.345, 4.280, -2.367], [-1.210, 1.063, -4.441], [-0.084, 3.861, -3.996], [-1.768, 3.538, -4.409], [-0.477, 3.054, -5.507], [1.398, 1.890, -3.088], [1.252, 1.331, -4.759], [0.869, 0.239, -3.416], [2.769, -1.448, -2.608], [2.562, -2.411, -3.608], [1.422, -3.081, -3.723], [1.335, -3.990, -4.722], [0.495, -2.878, -2.785], [-0.741, -3.343, -2.963], [-1.206, -3.614, -4.078], [-1.415, -3.420, -1.943], [3.672, -1.025, -2.774], [2.803, -1.862, -1.668], [3.347, -2.713, -4.160], [2.007, -3.952, -5.469], [0.385, -4.241, -4.959], [6.365, 1.504, 1.581], [4.948, 1.155, 2.034], [4.540, -0.186, 1.637], [5.042, -1.266, 2.474], [4.046, -1.691, 3.550], [3.686, -0.446, 0.607], [3.158, 0.732, -0.172], [3.288, -1.614, 0.242], [6.611, 2.519, 1.896], [6.445, 1.445, 0.495], [7.100, 0.824, 2.012], [4.257, 1.887, 1.628], [4.884, 1.224, 3.124], [5.962, -0.919, 2.943], [5.312, -2.121, 1.850], [3.744, -0.831, 4.150], [4.496, -2.432, 4.212], [3.150, -2.124, 3.106], [3.967, 1.281, -0.658], [2.609, 1.416, 0.476], [2.471, 0.364, -0.928], [3.635, -2.382, 0.806]], "lowdin_charge": [1.509, -0.134, -0.629, -0.122, 1.108, -0.640, -0.127, -0.104, -0.331, -0.158, -0.115, -0.094, -0.054, -0.338, -0.156, -0.368, -0.046, -0.102, -0.118, -0.115, -0.325, 0.937, -0.537, -0.127, -0.108, -0.559, -0.113, -0.139, 0.077, 0.073, 0.057, -0.068, 0.083, 0.084, 0.050, -0.098, 0.076, 0.056, 0.061, 0.086, 0.044, 0.056, 0.077, 0.091, 0.100, 0.099, 0.112, 0.098, 0.089, 0.075, 0.095, 0.050, 0.066, 0.078, 0.069, 0.080, 0.062, 0.094, 0.061, 0.057, 0.076, 0.063, 0.076, 0.035, 0.056, 0.002, -0.394, 0.182, 0.094, -0.496, 0.025, -0.329, 0.094, 0.041, 0.152, 0.112, 0.087, -0.071, -0.215, -0.093, -0.214, -0.064, -0.439, -0.007, 0.112, 0.077, 0.073, 0.066, 0.102, 0.122, 0.111, 0.113, 0.080, 0.078, 0.040, 0.090, 0.083, 0.054, 0.037], "relative_energy_kcal_mol": 0.00, "homo_ev": -5.8, "orbital_gap_ev": 5.492, "e_tot_ev": -68175.87931}



{"formula": "C31H55F9N3O3", "method": "ωB97M-V with the def2-TZVPD basis set", "species": ["C", "O", "C", "C", "C", "C", "C", "C", "N", "C", "C", "C", "F", "F", "C", "F", "F", "C", "F", "F", "C", "F", "F", "F", "H", "H", "H", "H", "H", "H", "H", "H", "H", "H", "H", "H", "H", "H", "H", "H", "H", "H", "H", "C", "C", "C", "C", "C", "C", "N", "O", "C", "C", "C", "H", "H", "H", "H", "H", "H", "H", "H", "H", "H", "H", "H", "H", "H", "H", "H", "H", "H", "C", "C", "C", "C", "C", "C", "N", "O", "C", "C", "C", "H", "H", "H", "H", "H", "H", "H", "H", "H", "H", "H", "H", "H", "H", "H", "H", "H", "H"], "positions_angstrom": [[-1.930, -7.314, 5.767], [-1.555, -6.964, 4.456], [-0.780, -5.766, 4.386], [-1.184, -4.924, 3.172], [-0.165, -4.950, 2.016], [0.816, -3.755, 2.014], [2.268, -4.124, 1.661], [3.118, -2.929, 1.107], [4.298, -2.544, 1.826], [3.978, -2.038, 3.128], [4.106, -0.471, 3.196], [2.923, 0.281, 3.741], [2.397, -0.301, 4.872], [3.266, 1.568, 4.137], [1.725, 0.435, 2.754], [1.063, -0.738, 2.732], [2.140, 0.709, 1.500], [0.636, 1.496, 3.106], [0.139, 1.250, 4.333], [-0.362, 1.332, 2.207], [1.041, 3.014, 3.025], [0.030, 3.710, 2.480], [2.112, 3.214, 2.255], [1.275, 3.531, 4.227], [-2.618, -6.571, 6.196], [-1.058, -7.402, 6.431], [-2.430, -8.285, 5.718], [0.282, -6.038, 4.314], [-0.918, -5.194, 5.315], [-1.320, -3.883, 3.487], [-2.162, -5.279, 2.828], [-0.695, -4.987, 1.056], [0.432, -5.870, 2.087], [0.814, -3.307, 3.017], [0.454, -2.998, 1.310], [2.253, -4.936, 0.921], [2.761, -4.482, 2.572], [2.391, -2.092, 0.956], [3.435, -3.212, 0.091], [4.679, -2.430, 3.886], [2.967, -2.307, 3.486], [4.342, -0.128, 2.187], [4.932, -0.170, 3.855], [-2.118, 0.969, -3.047], [-1.300, -0.268, -2.621], [-1.417, -1.383, -3.666], [-2.760, -2.113, -3.652], [-3.102, -2.601, -2.245], [-3.069, -1.484, -1.201], [-1.749, -0.786, -1.289], [-0.820, -1.436, -0.676], [-4.242, -0.515, -1.404], [-3.205, -2.069, 0.200], [0.158, 0.160, -2.489], [-2.481, 1.516, -2.178], [-1.485, 1.649, -3.618], [-2.971, 0.721, -3.679], [-0.619, -2.110, -3.490], [-1.233, -0.945, -4.651], [-3.555, -1.469, -4.040], [-2.708, -2.970, -4.328], [-4.092, -3.066, -2.228], [-2.384, -3.373, -1.953], [-4.154, 0.338, -0.730], [-5.173, -1.034, -1.172], [-4.333, -0.139, -2.419], [-2.455, -2.832, 0.397], [-4.193, -2.520, 0.300], [-3.101, -1.290, 0.957], [0.276, 0.905, -1.701], [0.479, 0.602, -3.433], [0.810, -0.678, -2.260], [0.735, 6.444, -3.587], [-0.042, 5.114, -3.516], [-1.133, 5.179, -2.440], [-0.600, 5.093, -1.011], [0.315, 3.883, -0.836], [1.454, 3.838, -1.854], [0.872, 3.961, -3.230], [0.416, 2.843, -3.681], [2.478, 4.945, -1.567], [2.195, 2.510, -1.754], [-0.683, 4.880, -4.880], [1.764, 6.281, -3.906], [0.268, 7.107, -4.316], [0.752, 6.978, -2.639], [-1.836, 4.357, -2.605], [-1.693, 6.108, -2.582], [-0.074, 6.013, -0.740], [-1.439, 5.012, -0.319], [0.744, 3.875, 0.164], [-0.279, 2.969, -0.934], [3.234, 4.983, -2.352], [2.980, 4.718, -0.626], [2.044, 5.935, -1.462], [1.525, 1.660, -1.856], [2.675, 2.446, -0.777], [2.964, 2.434, -2.524], [0.077, 4.762, -5.653], [-1.300, 5.745, -5.126], [-1.315, 3.995, -4.885]], "lowdin_charge": [-0.139, -0.203, -0.226, -0.179, -0.210, -0.228, -0.208, -0.384, -0.177, -0.353, -0.083, -0.409, 0.088, 0.067, -0.356, 0.144, 0.138, -0.326, 0.155, 0.138, -0.535, 0.147, 0.162, 0.175, 0.084, 0.085, 0.082, 0.125, 0.113, 0.105, 0.106, 0.097, 0.100, 0.094, 0.087, 0.089, 0.095, 0.073, 0.076, 0.082, 0.081, 0.109, 0.115, -0.023, -0.458, -0.129, -0.176, -0.134, -0.494, -0.096, -0.013, -0.036, -0.036, -0.048, 0.083, 0.059, 0.068, 0.126, 0.125, 0.099, 0.109, 0.121, 0.126, 0.090, 0.084, 0.055, 0.072, 0.086, 0.093, 0.059, 0.086, 0.097, -0.031, -0.480, -0.130, -0.162, -0.118, -0.469, -0.079, -0.051, -0.027, -0.021, -0.045, 0.086, 0.079, 0.068, 0.117, 0.123, 0.103, 0.114, 0.101, 0.122, 0.091, 0.089, 0.057, 0.023, 0.093, 0.102, 0.093, 0.085, 0.072], "multiplicity": 3, "total_charge": -1, "s_squared": 2.008, "homo_ev": [-1.7, -1.7], "orbital_gap_ev": [3.840, 3.798], "e_tot_ev": -68105.17470}



> Which formula does entry 2 have?

C31H55F9N3O3